{
  "formula": "C4H4ClF",
  "method": "the ωB97M-V functional and the def2-TZVPD basis",
  "smiles": "CC#C[C@@H](F)Cl",
  "gap_ev": 10.88,
  "relative_energy_kcal_mol": 26.62,
  "energy_ev": -19450.3030,
  "homo_energy_ev": -10.1,
  "species": ["C", "C", "C", "C", "H", "H", "H", "H", "F", "Cl"],
  "coordinates": [[2.09405, -0.31713, -0.29176], [0.59115, 0.01995, 0.02387], [-0.53134, 0.39568, 0.34283], [-1.95170, 0.42717, 0.39292], [2.30276, 0.24304, -1.21885], [2.79788, -0.17780, 0.51273], [2.05551, -1.42653, -0.36891], [-2.42934, 0.65263, 1.35655], [-2.41508, 1.33267, -0.55672], [-2.51389, -1.14969, -0.19266]],
  "mulliken_charge": [-0.90, 0.36, -0.32, 0.18, 0.26, 0.30, 0.27, 0.26, -0.24, -0.17]
}